No. 1
This record from OMol25 describes the ion C12H14NO2 with charge +1 in a non-equilibrium geometry. The level of theory is wB97M-V/def2-TZVPD.

Values from the calculation:
* SMILES: CCC(=[NH+]/C)/C(O)=c1/ccccc1=C=O
* HOMO-LUMO gap (alpha / beta): 0.2054 / 0.2053 Ha
* highest occupied orbital energy (alpha / beta): -10.87 / -10.86 eV

ORCA input file:
```
! RIJCOSX wB97M-V def2-TZVPD def2/J DEFGRID3
* xyz 1 1
C -1.125 0.252 2.189
C -1.087 1.299 1.133
C -1.454 0.688 -0.223
N -2.657 0.790 -0.693
C -3.158 0.343 -1.983
C -0.448 -0.032 -0.785
O -0.711 -0.950 -1.822
C 0.968 -0.261 -0.392
C 1.161 -1.607 -0.030
C 2.285 -2.118 0.635
C 3.361 -1.239 0.746
C 3.291 0.034 0.172
C 2.117 0.579 -0.316
C 2.277 1.817 -0.788
O 2.555 2.854 -1.148
H -0.325 -0.351 1.917
H -2.077 -0.317 2.254
H -1.020 0.619 3.142
H -0.018 1.533 0.984
H -1.763 2.142 1.381
H -3.364 1.008 -0.035
H -2.182 0.005 -2.485
H -3.815 -0.435 -1.978
H -3.695 1.216 -2.469
H -0.214 -1.760 -1.698
H 0.159 -2.204 -0.021
H 2.352 -3.066 1.190
H 4.333 -1.524 1.142
H 4.252 0.686 -0.019
*
```

Results of the natural (NBO) charge analysis, in e, for atoms 1 through 5:
1 C -0.59
2 C -0.41
3 C 0.26
4 N -0.53
5 C -0.42

No. 2
This record from OMol25 describes the ion C12H14NOS with charge +1 in a non-equilibrium geometry. The level of theory is wB97M-V/def2-TZVPD.

Values from the calculation:
* SMILES: CC1=[N+]=[S@](=O)(C2CC2)c2ccccc2C1
* HOMO-LUMO gap (alpha / beta): 0.3389 / 0.3389 Ha
* highest occupied orbital energy (alpha / beta): -13.43 / -13.43 eV

ORCA input file:
```
! RIJCOSX wB97M-V def2-TZVPD def2/J DEFGRID3
* xyz 1 1
C -3.452 -0.898 0.868
C -2.095 -0.742 0.280
N -1.133 -1.372 0.759
S 0.688 -0.906 -0.253
O 0.845 -1.677 -1.472
C 1.824 -1.430 1.067
C 2.065 -2.899 1.193
C 3.086 -2.028 0.583
C 0.505 0.892 -0.577
C 1.472 1.840 -0.251
C 1.119 3.155 -0.479
C -0.101 3.594 -0.930
C -1.042 2.585 -1.085
C -0.809 1.187 -0.908
C -1.936 0.090 -0.981
H -4.086 -0.835 0.037
H -3.823 -0.279 1.615
H -3.505 -1.801 1.462
H 1.644 -0.772 1.871
H 1.526 -3.628 0.783
H 2.375 -3.051 2.315
H 4.113 -1.832 0.899
H 2.960 -2.146 -0.540
H 2.553 1.541 -0.068
H 1.941 3.920 -0.408
H -0.159 4.618 -1.251
H -2.043 2.752 -1.566
H -2.823 0.660 -1.151
H -1.708 -0.538 -1.812
*
```

Results of the natural (NBO) charge analysis, in e, for atoms 1 through 5:
1 C -0.67
2 C 0.30
3 N -0.38
4 S 1.71
5 O -0.85

No. 3
This record from OMol25 describes a cluster of 2 separate species, C12H14O2 in total in a non-equilibrium geometry. The level of theory is wB97M-V/def2-TZVPD.

Values from the calculation:
* HOMO-LUMO gap (alpha / beta): 0.1381 / 0.1265 Ha
* highest occupied orbital energy (alpha / beta): -3.93 / -7.50 eV

ORCA input file:
```
! RIJCOSX wB97M-V def2-TZVPD def2/J DEFGRID3
* xyz 0 3
C 0.721 -3.043 -0.602
C 1.200 -1.921 -0.766
C -1.626 0.597 1.245
C -1.333 1.617 0.343
C -2.101 -0.486 0.562
C -1.431 1.035 -0.901
C 3.194 0.562 0.890
C 1.933 1.331 0.742
C 1.954 -0.138 0.510
C -2.496 -1.811 1.018
C -1.020 1.516 -2.193
C 1.713 -0.610 -0.855
O -1.867 -0.264 -0.755
O 2.050 0.010 -1.843
H 0.095 -3.872 -0.607
H -1.533 0.605 2.346
H 3.922 0.608 0.122
H 3.758 0.404 1.789
H 1.330 1.416 1.685
H 1.725 1.893 -0.165
H 1.465 -0.747 1.233
H -2.449 -2.468 0.246
H -1.913 -2.231 1.983
H -3.626 -1.740 1.319
H -0.603 2.591 -2.299
H -0.204 1.023 -2.609
H -1.785 1.557 -3.081
H -1.073 2.567 0.642
*
```

Results of the natural (NBO) charge analysis, in e, for atoms 1 through 5:
1 C -0.41
2 C -0.11
3 C -0.23
4 C -0.22
5 C 0.46